Entry 1:
The following is a quantum chemistry calculation of a cluster of 2 separate species, CH4N2OS in total at a distorted geometry, from the Open Molecules 2025 dataset.

- E_HOMO: -9.423 eV
- Charge: 0
- Lowest unoccupied orbital energy: -0.366 eV
- HOMO-LUMO gap: 9.058 eV
- Energy above the lowest of the compared OMol25 structures with the same formula, charge and spin: 552.6 kJ/mol

Geometry as XYZ:
```
9
CH4N2OS, DFT ωB97M-V/def2-TZVPD
C -0.272 -2.434 1.766
N 0.219 0.921 0.220
N -0.488 -0.225 -0.058
O 0.466 -1.282 -0.519
S 0.581 -2.010 2.948
H -0.176 -1.772 -1.057
H 1.112 0.649 0.475
H 0.175 1.515 -0.671
H -0.704 -0.889 0.766
```

=====

Entry 2:
The following is a quantum chemistry calculation of a cluster of 4 separate species, C25H55F2N2O7 in total at a distorted geometry, from the Open Molecules 2025 dataset.

- E_HOMO: -11.004 eV
- Charge: +1
- Lowest unoccupied orbital energy: -2.439 eV
- HOMO-LUMO gap: 8.565 eV

Geometry as XYZ:
```
91
C25H55F2N2O7, DFT ωB97M-V/def2-TZVPD
C 1.302 2.351 -0.174
C -0.065 1.531 -0.493
F -0.741 2.328 -1.515
C 0.279 0.090 -1.117
N -0.888 -0.527 -1.870
C -2.102 -0.404 -0.996
C -3.289 -1.433 -1.258
N -2.923 -2.809 -1.638
C -1.481 -3.082 -1.759
C -0.941 -3.509 -0.305
C -2.073 -3.947 0.720
O -2.054 -3.427 1.870
O -3.078 -4.903 0.465
C -0.617 -1.879 -2.449
C 0.900 -2.398 -2.336
O 1.831 -1.740 -3.224
O 3.090 -2.165 -2.864
C -0.960 -1.995 -4.038
C -2.381 -1.410 -4.460
C -2.171 -0.692 -5.903
F -3.377 -2.435 -4.725
H 1.371 2.405 0.960
H 2.184 1.845 -0.679
H 1.163 3.410 -0.575
H -0.676 1.489 0.462
H 1.179 0.289 -1.807
H 0.649 -0.593 -0.267
H -1.035 0.132 -2.668
H -2.571 0.639 -1.130
H -1.747 -0.571 0.088
H -4.013 -0.972 -2.026
H -3.901 -1.492 -0.281
H -3.497 -3.221 -2.377
H -1.370 -4.011 -2.430
H -0.393 -2.626 0.174
H -0.193 -4.379 -0.415
H -3.842 -4.588 1.011
H 0.860 -3.504 -2.674
H 1.334 -2.419 -1.287
H 3.501 -1.405 -2.391
H -0.936 -3.111 -4.319
H -0.182 -1.495 -4.699
H -2.783 -0.575 -3.789
H -2.095 -1.462 -6.742
H -3.061 0.004 -6.128
H -1.249 -0.016 -5.904
C 1.854 3.809 5.520
C 1.972 2.425 4.910
O 2.557 2.422 3.612
C 3.882 2.929 3.515
C 4.890 2.163 4.352
H 1.288 4.474 4.861
H 1.344 3.758 6.486
H 2.832 4.268 5.683
H 0.969 2.004 4.797
H 2.519 1.746 5.572
H 3.896 3.997 3.757
H 4.166 2.849 2.462
H 4.673 2.239 5.420
H 5.897 2.558 4.189
H 4.882 1.103 4.088
C 0.919 -5.134 -8.817
C 0.949 -3.713 -8.285
O 0.645 -3.617 -6.897
C 1.516 -4.309 -6.013
C 2.958 -3.842 -6.083
H -0.052 -5.598 -8.620
H 1.097 -5.141 -9.895
H 1.681 -5.761 -8.349
H 0.189 -3.125 -8.807
H 1.909 -3.232 -8.496
H 1.439 -5.389 -6.177
H 1.135 -4.125 -5.002
H 3.401 -4.034 -7.064
H 3.563 -4.366 -5.338
H 3.022 -2.768 -5.897
C -2.270 3.507 8.478
C -1.343 4.409 9.272
O -0.682 5.386 8.479
C -1.513 6.309 7.790
C -2.389 7.143 8.708
H -1.726 3.015 7.666
H -2.702 2.739 9.125
H -3.094 4.065 8.026
H -0.559 3.796 9.724
H -1.874 4.890 10.100
H -2.113 5.787 7.036
H -0.843 6.976 7.242
H -3.104 6.526 9.258
H -2.958 7.875 8.128
H -1.779 7.674 9.443
```

=====

Entry 3:
The following is a quantum chemistry calculation of a structure of composition C42H43N4O2SiSn at a distorted geometry, from the Open Molecules 2025 dataset.

- E_HOMO: -8.469 eV
- Charge: +1
- Lowest unoccupied orbital energy: -3.291 eV
- HOMO-LUMO gap: 5.179 eV
- Energy above the lowest of the compared OMol25 structures with the same formula, charge and spin: 0.0 kJ/mol

Geometry as XYZ:
```
93
C42H43N4O2SiSn, DFT ωB97M-V/def2-TZVPD
Sn 11.439 8.885 11.955
C 14.609 15.233 8.956
C 13.704 14.123 9.480
C 12.538 14.359 10.175
C 11.766 13.277 10.687
C 10.545 13.604 11.388
N 9.673 12.786 11.955
C 8.442 13.219 12.598
C 7.858 12.188 13.555
C 6.778 11.259 13.033
N 7.335 10.372 12.019
C 6.810 10.064 10.877
C 7.416 9.177 9.885
C 6.627 8.841 8.759
C 7.126 8.040 7.765
C 6.295 7.783 6.540
C 8.362 7.465 8.003
C 9.170 7.768 9.059
C 10.450 7.071 9.140
N 11.369 7.349 9.965
C 12.633 6.584 9.886
C 13.698 7.248 9.014
C 14.524 8.230 9.759
N 13.710 9.348 10.145
C 14.009 10.451 9.612
C 13.300 11.719 9.711
C 13.967 12.811 9.174
C 12.100 11.908 10.477
O 11.353 10.975 10.974
C 8.719 8.650 10.068
O 9.409 9.005 11.101
H 14.537 16.074 9.637
H 14.252 15.557 7.989
H 15.660 14.944 8.852
H 12.222 15.383 10.425
H 10.317 14.686 11.536
H 9.902 11.775 11.840
H 7.682 13.534 11.875
H 8.651 14.181 13.099
H 7.486 12.752 14.402
H 8.665 11.569 13.971
H 5.995 11.834 12.513
H 6.346 10.617 13.755
H 8.247 9.970 12.204
H 5.859 10.501 10.597
H 5.645 9.263 8.549
H 5.205 7.712 6.800
H 6.543 6.842 6.020
H 6.400 8.569 5.805
H 8.677 6.743 7.252
H 10.622 6.301 8.325
H 12.478 5.586 9.442
H 12.988 6.516 10.915
H 13.206 7.717 8.144
H 14.354 6.508 8.635
H 15.369 8.612 9.144
H 14.985 7.811 10.675
H 14.897 10.507 8.924
H 14.857 12.557 8.621
C 6.756 8.356 17.196
C 7.751 7.502 16.698
C 8.838 8.010 16.008
C 9.046 9.370 15.813
C 8.059 10.218 16.378
C 6.899 9.722 16.989
Si 10.559 10.054 14.837
C 12.178 9.261 15.563
C 12.459 7.884 15.479
C 13.732 7.320 15.750
C 14.760 8.169 16.228
C 14.477 9.573 16.340
C 13.219 10.066 16.007
C 10.729 11.854 15.508
C 10.165 12.295 16.682
C 10.020 13.658 17.032
C 10.536 14.633 16.194
C 11.229 14.191 15.030
C 11.335 12.846 14.709
H 5.856 7.986 17.721
H 7.673 6.465 16.966
H 9.629 7.375 15.717
H 8.160 11.276 16.262
H 6.193 10.460 17.325
H 11.658 7.269 15.086
H 13.868 6.264 15.724
H 15.732 7.787 16.485
H 15.244 10.222 16.723
H 13.031 11.118 16.183
H 9.837 11.521 17.458
H 9.481 13.886 17.973
H 10.433 15.697 16.362
H 11.767 14.907 14.447
H 11.868 12.522 13.821
```

=====

Entry 4:
The following is a quantum chemistry calculation of a structure of composition C22H25ClN2OPSTl at a distorted geometry, from the Open Molecules 2025 dataset.

- E_HOMO: -14.342 eV
- Charge: +2
- Lowest unoccupied orbital energy: -8.543 eV
- HOMO-LUMO gap: 5.799 eV
- Energy above the lowest of the compared OMol25 structures with the same formula, charge and spin: 623.6 kJ/mol

Geometry as XYZ:
```
54
C22H25ClN2OPSTl, DFT ωB97M-V/def2-TZVPD
Tl 0.332 -1.006 0.061
Cl 1.070 -0.369 2.236
C -0.209 -1.487 -1.616
O -0.549 -1.790 -2.691
P -0.475 1.163 -0.162
C 0.767 2.500 -0.314
C -1.557 1.483 -1.601
C -1.510 1.629 1.268
C -2.914 1.796 -1.462
C -3.703 2.011 -2.594
C -3.144 1.917 -3.867
C -1.790 1.606 -4.011
C -1.001 1.387 -2.885
H -3.351 1.877 -0.473
H -4.755 2.254 -2.476
H -3.760 2.083 -4.746
H -1.350 1.526 -5.000
H 0.050 1.139 -3.001
C 2.047 2.323 0.228
C 2.992 3.344 0.135
C 2.672 4.544 -0.503
C 1.400 4.723 -1.049
C 0.451 3.706 -0.956
H 2.287 1.390 0.729
H 3.981 3.200 0.558
H 3.412 5.335 -0.578
H 1.146 5.653 -1.551
H -0.534 3.846 -1.392
C -1.532 2.923 1.797
C -2.362 3.220 2.879
C -3.174 2.230 3.433
C -3.154 0.937 2.907
C -2.320 0.634 1.834
H -0.894 3.693 1.375
H -2.368 4.225 3.293
H -3.814 2.464 4.279
H -3.777 0.161 3.342
H -2.271 -0.375 1.433
H 4.007 0.783 2.924
H 3.530 0.705 3.489
C 1.215 -6.560 1.675
N 0.704 -5.347 1.072
C 1.463 -4.439 0.266
S 0.957 -2.903 0.174
N 2.639 -4.802 -0.465
C 2.963 -6.138 -0.920
H 2.296 -6.704 1.494
H 0.636 -7.434 1.309
H 1.096 -6.491 2.777
H -0.244 -5.061 1.364
H 3.244 -4.045 -0.819
H 3.055 -6.127 -2.026
H 3.932 -6.458 -0.485
H 2.169 -6.872 -0.689
```

=====

Entry 5:
The following is a quantum chemistry calculation of an isolated molecule of C5H8O2, from the Open Molecules 2025 dataset.

- E_HOMO (alpha / beta): -8.132 / -8.133 eV
- Charge: 0
- Lowest unoccupied orbital energy (alpha / beta): 0.289 / 0.289 eV
- HOMO-LUMO gap (alpha / beta): 8.421 / 8.422 eV
- Energy above the lowest of the compared OMol25 structures with the same formula, charge and spin: 491.2 kJ/mol

Geometry as XYZ:
```
15
C5H8O2, DFT ωB97M-V/def2-TZVPD
C -0.366 1.604 1.020
C -0.001 0.629 -0.054
C 0.081 0.789 -1.424
C 0.586 -0.701 -0.098
O 1.883 -0.919 -0.225
C -0.547 -1.607 0.259
O -1.475 -0.636 0.454
H -1.292 2.115 0.739
H 0.429 2.355 1.109
H -0.523 1.104 1.976
H -0.715 1.289 -1.976
H 0.898 0.378 -2.003
H 2.037 -1.855 -0.435
H -0.743 -2.377 -0.519
H -0.252 -2.168 1.175
```

=====

Entry 6:
The following is a quantum chemistry calculation of a cluster of 2 separate species, C3H9N2O2 in total, from the Open Molecules 2025 dataset.

- E_HOMO: -3.051 eV
- Charge: -1
- Lowest unoccupied orbital energy: 4.424 eV
- HOMO-LUMO gap: 7.475 eV
- Energy above the lowest of the compared OMol25 structures with the same formula, charge and spin: 188.3 kJ/mol

Geometry as XYZ:
```
16
C3H9N2O2, DFT ωB97M-V/def2-TZVPD
C 1.142 1.254 0.669
N 0.724 2.415 0.077
O 0.841 0.917 1.798
H 1.890 0.722 0.085
H -0.007 2.862 0.607
H 0.476 2.218 -0.886
C -0.754 -0.928 -1.492
O -0.154 0.260 -1.213
C -0.494 -1.992 -0.432
N -1.030 -1.562 0.854
H -1.864 -0.796 -1.521
H -0.472 -1.349 -2.482
H -0.945 -2.942 -0.755
H 0.586 -2.182 -0.369
H -0.371 -1.671 1.611
H -1.193 -0.565 0.782
```